[1]
{"formula": "C21H54NO7PtS6", "method": "the ωB97M-V functional and the def2-TZVPD basis", "symbols": ["Pt", "C", "C", "C", "C", "C", "C", "N", "O", "C", "C", "C", "H", "H", "H", "H", "H", "H", "H", "H", "H", "H", "H", "H", "H", "H", "H", "H", "H", "H", "C", "S", "O", "C", "H", "H", "H", "H", "H", "H", "C", "S", "O", "C", "H", "H", "H", "H", "H", "H", "C", "S", "O", "C", "H", "H", "H", "H", "H", "H", "C", "S", "O", "C", "H", "H", "H", "H", "H", "H", "C", "S", "O", "C", "H", "H", "H", "H", "H", "H", "C", "S", "O", "C", "H", "H", "H", "H", "H", "H"], "positions_angstrom": [[1.29, 0.33, 0.61], [-4.06, -3.70, -2.05], [-4.77, -2.52, -2.68], [-6.13, -3.12, -3.11], [-7.25, -2.08, -3.45], [-7.33, -0.97, -2.41], [-5.97, -0.34, -1.98], [-4.97, -1.44, -1.75], [-3.79, -1.04, -1.04], [-6.18, 0.47, -0.61], [-5.61, 0.62, -3.19], [-3.96, -2.11, -3.96], [-3.02, -3.48, -1.81], [-4.14, -4.51, -2.78], [-4.60, -4.12, -1.21], [-6.64, -3.71, -2.35], [-5.99, -3.70, -4.02], [-8.23, -2.55, -3.48], [-7.07, -1.70, -4.46], [-7.72, -1.44, -1.51], [-8.10, -0.26, -2.73], [-6.10, -0.18, 0.26], [-7.11, 1.02, -0.53], [-5.35, 1.16, -0.47], [-4.56, 0.90, -3.09], [-6.23, 1.51, -3.03], [-5.73, 0.18, -4.18], [-3.26, -1.37, -3.57], [-4.56, -1.61, -4.72], [-3.31, -2.89, -4.35], [3.08, -5.77, 4.09], [2.11, -4.38, 4.83], [2.05, -3.38, 3.68], [0.46, -5.25, 4.85], [2.33, -6.23, 3.45], [3.18, -6.60, 4.78], [4.04, -5.37, 3.75], [0.41, -6.20, 5.38], [0.16, -5.47, 3.83], [-0.33, -4.65, 5.30], [2.17, 7.60, 1.54], [0.79, 6.97, 0.49], [0.72, 5.43, 0.83], [-0.61, 7.61, 1.51], [2.30, 8.68, 1.52], [3.10, 7.20, 1.14], [2.12, 7.31, 2.59], [-0.40, 7.67, 2.57], [-1.50, 7.02, 1.31], [-0.90, 8.62, 1.21], [6.99, 2.19, 4.10], [7.32, 1.12, 2.63], [6.11, 1.43, 1.70], [8.69, 2.02, 1.96], [6.09, 1.83, 4.60], [6.69, 3.19, 3.80], [7.81, 2.29, 4.81], [8.35, 3.01, 1.66], [8.98, 1.41, 1.11], [9.55, 1.97, 2.63], [1.96, 4.04, -5.89], [2.45, 2.27, -5.67], [1.85, 1.93, -4.28], [1.32, 1.58, -7.06], [0.94, 4.38, -5.71], [2.05, 4.31, -6.95], [2.56, 4.75, -5.32], [0.35, 2.05, -7.19], [1.27, 0.52, -6.81], [1.92, 1.71, -7.96], [-1.24, 1.54, 7.50], [-0.60, 2.93, 6.44], [0.08, 2.11, 5.35], [0.65, 3.64, 7.64], [-1.94, 0.95, 6.90], [-1.80, 1.96, 8.33], [-0.46, 0.80, 7.69], [1.47, 2.97, 7.91], [0.14, 3.94, 8.55], [1.04, 4.57, 7.24], [3.55, -6.09, -2.83], [3.96, -4.31, -2.87], [3.27, -3.69, -1.67], [5.64, -4.50, -2.26], [2.49, -6.20, -3.08], [3.72, -6.46, -1.82], [4.13, -6.61, -3.60], [5.60, -4.81, -1.22], [6.25, -3.61, -2.43], [6.00, -5.28, -2.93]], "s2": 2.0311, "fmax_ev_per_a": 5.186, "charge": 1, "de_lowest_kcal_mol": 109.8, "multiplicity": 3, "e_homo_ev": [-10.20, -10.60], "lumo_energy_ev": [-6.4, -6.4]}



[2]
{"formula": "C61H78BGeInN8PS3", "method": "the ωB97M-V functional and the def2-TZVPD basis", "symbols": ["In", "C", "N", "C", "C", "N", "C", "P", "C", "N", "C", "C", "N", "C", "C", "N", "C", "C", "N", "C", "H", "H", "H", "H", "H", "H", "H", "H", "H", "H", "H", "H", "H", "H", "H", "C", "C", "S", "C", "C", "S", "C", "C", "S", "H", "H", "H", "H", "H", "H", "H", "H", "H", "H", "H", "H", "C", "C", "C", "C", "C", "C", "C", "C", "C", "C", "C", "C", "N", "B", "N", "C", "C", "C", "C", "C", "C", "C", "C", "C", "C", "C", "C", "C", "C", "H", "H", "H", "H", "H", "H", "H", "H", "H", "H", "H", "H", "H", "H", "H", "H", "H", "H", "H", "H", "H", "H", "H", "H", "H", "H", "H", "H", "H", "H", "H", "H", "H", "H", "H", "H", "C", "Ge", "C", "C", "C", "C", "C", "C", "C", "C", "C", "C", "C", "C", "C", "C", "C", "C", "H", "H", "H", "H", "H", "H", "H", "H", "H", "H", "H", "H", "H", "H", "H"], "positions_angstrom": [[1.16, 1.28, 0.23], [-1.18, 1.70, -5.08], [-0.36, 2.05, -3.93], [0.79, 2.79, -3.99], [1.23, 2.92, -2.71], [0.37, 2.26, -1.87], [-0.58, 1.74, -2.63], [-2.24, 1.28, -2.03], [-1.89, 0.19, -0.64], [-0.70, -0.27, -0.27], [-0.93, -1.16, 0.75], [-2.27, -1.28, 0.94], [-2.87, -0.42, 0.07], [-4.31, -0.23, -0.07], [-2.50, 2.91, -1.18], [-1.88, 3.49, -0.12], [-2.04, 4.85, -0.29], [-2.78, 5.10, -1.39], [-3.07, 3.88, -1.93], [-3.90, 3.72, -3.12], [-1.95, 2.45, -5.25], [-0.54, 1.64, -5.96], [-1.64, 0.74, -4.91], [1.18, 3.15, -4.93], [2.08, 3.47, -2.34], [-0.12, -1.67, 1.24], [-2.85, -1.89, 1.62], [-4.74, 0.02, 0.90], [-4.52, 0.58, -0.76], [-4.77, -1.15, -0.44], [-1.62, 5.57, 0.40], [-3.12, 6.03, -1.82], [-3.47, 4.30, -3.94], [-3.95, 2.67, -3.40], [-4.90, 4.08, -2.92], [1.24, -2.60, 4.65], [2.41, -2.97, 3.71], [2.50, -2.04, 2.15], [3.71, -0.76, 2.54], [3.40, 0.08, 3.77], [1.72, 0.77, 3.75], [1.43, 0.96, 5.54], [0.79, -0.25, 6.21], [1.77, -1.78, 6.19], [0.71, -3.50, 4.94], [0.55, -1.94, 4.14], [2.33, -4.02, 3.41], [3.37, -2.86, 4.22], [3.76, -0.15, 1.63], [4.69, -1.23, 2.67], [4.11, 0.91, 3.82], [3.49, -0.52, 4.67], [0.76, 1.82, 5.64], [2.38, 1.22, 6.01], [-0.18, -0.47, 5.76], [0.63, -0.03, 7.26], [3.48, -5.40, -2.09], [4.30, -4.84, -0.93], [3.80, -5.36, 0.42], [4.55, -3.34, -0.89], [5.72, -2.97, -0.22], [6.18, -1.67, -0.22], [5.52, -0.73, -1.00], [4.35, -1.04, -1.68], [3.82, -0.04, -2.71], [4.14, 1.43, -2.39], [4.46, -0.36, -4.07], [3.81, -2.34, -1.54], [2.51, -2.66, -2.03], [1.35, -3.03, -1.29], [0.29, -3.32, -2.22], [0.86, -3.12, -3.49], [2.14, -2.73, -3.38], [-1.07, -3.70, -1.92], [-2.16, -3.41, -2.77], [-3.45, -3.75, -2.36], [-3.71, -4.38, -1.16], [-2.64, -4.69, -0.35], [-1.33, -4.38, -0.70], [-0.26, -4.97, 0.20], [-0.56, -4.87, 1.70], [-0.05, -6.43, -0.21], [-2.04, -2.83, -4.17], [-1.86, -3.96, -5.19], [-3.25, -1.99, -4.61], [3.65, -6.48, -2.15], [3.79, -4.96, -3.04], [2.41, -5.24, -1.97], [5.31, -5.25, -1.06], [2.85, -4.88, 0.68], [4.51, -5.15, 1.22], [3.65, -6.44, 0.38], [6.29, -3.74, 0.29], [7.08, -1.40, 0.31], [5.95, 0.26, -1.08], [2.73, -0.15, -2.82], [5.21, 1.58, -2.32], [3.68, 1.81, -1.48], [3.81, 2.06, -3.21], [5.49, 0.03, -4.09], [3.91, 0.11, -4.89], [4.52, -1.43, -4.26], [0.38, -3.36, -4.42], [2.84, -2.56, -4.18], [-4.28, -3.55, -3.02], [-4.72, -4.65, -0.88], [-2.81, -5.23, 0.57], [0.68, -4.42, 0.04], [-1.20, -5.68, 2.04], [-1.04, -3.92, 1.95], [0.37, -4.94, 2.26], [-0.96, -7.01, -0.02], [0.77, -6.89, 0.35], [0.17, -6.52, -1.28], [-1.18, -2.17, -4.19], [-2.79, -4.53, -5.27], [-1.09, -4.67, -4.90], [-1.62, -3.58, -6.18], [-4.11, -2.61, -4.87], [-3.00, -1.42, -5.51], [-3.57, -1.28, -3.84], [-2.03, 1.46, 2.77], [-1.79, 3.18, 1.92], [-0.09, 3.94, 2.42], [0.89, 4.43, 1.56], [2.09, 4.92, 2.07], [2.31, 4.92, 3.44], [1.33, 4.46, 4.30], [0.14, 3.97, 3.80], [-3.38, 4.25, 2.28], [-4.55, 3.53, 2.17], [-5.81, 4.14, 2.28], [-5.89, 5.48, 2.50], [-4.72, 6.27, 2.64], [-4.82, 7.66, 2.87], [-3.70, 8.43, 3.01], [-2.43, 7.83, 2.91], [-2.30, 6.49, 2.69], [-3.45, 5.66, 2.53], [-2.22, 1.73, 3.81], [-2.87, 0.90, 2.38], [-1.13, 0.85, 2.69], [0.72, 4.46, 0.49], [2.84, 5.31, 1.39], [3.24, 5.30, 3.83], [1.49, 4.49, 5.37], [-0.63, 3.63, 4.49], [-4.51, 2.46, 1.98], [-6.71, 3.54, 2.20], [-6.86, 5.97, 2.58], [-5.81, 8.10, 2.95], [-3.79, 9.49, 3.19], [-1.54, 8.44, 3.03], [-1.31, 6.05, 2.63]], "s2": 0.7546, "fmax_ev_per_a": 0.824, "charge": 2, "de_lowest_kcal_mol": 0.0, "multiplicity": 2, "e_homo_ev": [-11.09, -11.37], "lumo_energy_ev": [-5.2, -5.2]}



[3]
{"formula": "C45H50NO3S", "method": "the ωB97M-V functional and the def2-TZVPD basis", "symbols": ["C", "C", "C", "C", "C", "C", "C", "C", "C", "C", "C", "C", "C", "C", "C", "C", "C", "C", "C", "C", "C", "C", "H", "H", "H", "H", "H", "H", "H", "H", "H", "H", "H", "H", "H", "H", "H", "H", "H", "H", "H", "H", "H", "H", "H", "H", "H", "H", "H", "H", "H", "C", "O", "C", "C", "C", "C", "N", "C", "C", "C", "C", "C", "C", "C", "S", "C", "C", "C", "C", "C", "C", "C", "O", "O", "C", "C", "C", "C", "H", "H", "H", "H", "H", "H", "H", "H", "H", "H", "H", "H", "H", "H", "H", "H", "H", "H", "H", "H", "H"], "positions_angstrom": [[-4.59, 3.94, -0.83], [-3.76, 2.92, -1.55], [-3.08, 1.94, -0.83], [-2.34, 0.94, -1.47], [-1.72, -0.11, -0.59], [-2.22, 0.95, -2.88], [-1.37, -0.07, -3.62], [-2.08, -1.42, -3.73], [0.07, -0.21, -3.06], [0.69, 1.09, -2.81], [2.04, 1.39, -2.58], [2.51, 2.71, -2.90], [1.66, 3.69, -3.64], [3.79, 3.08, -2.54], [4.69, 2.18, -1.95], [6.10, 2.59, -1.72], [4.24, 0.90, -1.63], [2.97, 0.46, -1.99], [2.63, -0.94, -1.63], [-2.92, 1.93, -3.61], [-2.87, 1.95, -5.11], [-3.68, 2.89, -2.94], [-5.00, 4.65, -1.54], [-5.41, 3.46, -0.29], [-3.99, 4.49, -0.09], [-3.15, 1.93, 0.26], [-1.87, -1.13, -0.98], [-0.65, 0.04, -0.41], [-2.17, -0.08, 0.41], [-1.24, 0.29, -4.65], [-3.08, -1.28, -4.17], [-1.52, -2.11, -4.36], [-2.22, -1.88, -2.74], [0.06, -0.80, -2.13], [0.67, -0.79, -3.80], [0.01, 1.94, -2.90], [2.23, 4.61, -3.80], [1.36, 3.32, -4.63], [0.75, 3.96, -3.09], [4.13, 4.09, -2.75], [6.67, 1.77, -1.29], [6.58, 2.89, -2.66], [6.14, 3.45, -1.04], [4.91, 0.20, -1.12], [3.54, -1.55, -1.51], [2.11, -0.97, -0.66], [2.00, -1.45, -2.37], [-3.50, 2.76, -5.49], [-1.86, 2.13, -5.49], [-3.25, 1.02, -5.54], [-4.22, 3.64, -3.53], [4.49, 0.70, 2.28], [3.26, 0.82, 1.52], [2.54, 1.96, 1.68], [1.12, 1.85, 1.65], [0.59, 0.54, 1.66], [0.33, -0.62, 2.01], [0.07, -1.86, 2.39], [-0.47, -2.13, 3.74], [-1.54, -1.10, 4.02], [-1.47, -0.24, 5.12], [-2.46, 0.74, 5.29], [-3.51, 0.85, 4.37], [-3.58, -0.04, 3.28], [-2.60, -1.02, 3.13], [1.19, -3.13, 1.57], [0.30, -4.66, 1.73], [0.70, -5.63, 2.65], [-0.06, -6.79, 2.80], [-1.22, -6.99, 2.03], [-2.07, -8.22, 2.20], [-1.57, -6.02, 1.07], [-0.80, -4.87, 0.89], [1.07, -2.70, 0.20], [2.46, -3.12, 2.26], [0.36, 3.03, 1.69], [0.98, 4.26, 1.92], [2.37, 4.34, 2.06], [3.16, 3.21, 1.91], [4.63, -0.37, 2.44], [5.32, 1.12, 1.70], [4.40, 1.24, 3.24], [-0.90, -3.14, 3.72], [0.35, -2.09, 4.47], [-0.65, -0.36, 5.83], [-2.41, 1.41, 6.15], [-4.28, 1.62, 4.49], [-4.40, 0.01, 2.56], [-2.64, -1.74, 2.31], [1.59, -5.47, 3.26], [0.24, -7.54, 3.53], [-2.92, -8.17, 1.51], [-1.50, -9.12, 1.97], [-2.47, -8.33, 3.22], [-2.46, -6.18, 0.46], [-1.06, -4.15, 0.13], [-0.73, 2.95, 1.58], [0.37, 5.16, 2.00], [2.84, 5.30, 2.30], [4.24, 3.28, 2.00]], "fmax_ev_per_a": 3.432, "charge": 1, "multiplicity": 1, "e_homo_ev": -9.78, "lumo_energy_ev": -4.7}



[4]
{"formula": "C6H12NO", "method": "the ωB97M-V functional and the def2-TZVPD basis", "symbols": ["C", "O", "C", "C", "C", "C", "C", "N", "H", "H", "H", "H", "H", "H", "H", "H", "H", "H", "H", "H"], "positions_angstrom": [[-2.58, -0.36, -0.06], [-3.57, 0.31, 0.01], [-1.20, 0.12, -0.40], [-0.14, -0.92, 0.00], [1.28, -0.38, -0.16], [2.13, -1.02, -1.05], [2.84, 1.16, 0.55], [1.52, 0.64, 0.64], [-2.66, -1.46, -0.11], [-1.94, 0.63, 2.35], [-1.02, 1.13, -0.04], [-1.87, 0.04, -1.31], [-0.29, -1.09, 1.07], [-0.28, -1.86, -0.52], [3.19, -0.80, -1.02], [1.78, -1.85, -1.63], [3.13, 1.43, -0.48], [2.97, 2.02, 1.21], [3.59, 0.39, 0.86], [-2.43, 1.16, 2.19]], "fmax_ev_per_a": 3.250, "charge": -1, "de_lowest_kcal_mol": 45.5, "multiplicity": 1, "e_homo_ev": -2.05, "lumo_energy_ev": 3.8}



[5]
{"formula": "C20H55ClF3N3O17S5Si2", "method": "the ωB97M-V functional and the def2-TZVPD basis", "symbols": ["N", "C", "N", "N", "C", "Si", "Cl", "O", "Si", "C", "C", "O", "C", "F", "F", "F", "H", "H", "H", "H", "H", "H", "H", "H", "H", "H", "H", "H", "H", "H", "H", "O", "S", "O", "O", "C", "C", "C", "H", "H", "H", "H", "H", "H", "H", "H", "O", "S", "O", "O", "C", "C", "C", "H", "H", "H", "H", "H", "H", "H", "H", "O", "S", "O", "O", "C", "C", "C", "H", "H", "H", "H", "H", "H", "H", "H", "O", "S", "O", "O", "C", "C", "C", "H", "H", "H", "H", "H", "H", "H", "H", "O", "S", "O", "O", "C", "C", "C", "H", "H", "H", "H", "H", "H", "H", "H"], "positions_angstrom": [[6.54, -3.26, 3.01], [6.91, -4.19, 1.95], [7.15, -5.54, 2.49], [5.77, -4.19, 1.02], [8.23, -3.73, 1.26], [8.55, -1.90, 1.05], [8.17, -1.42, -0.91], [10.12, -1.55, 1.39], [11.56, -1.68, 0.60], [12.69, -2.91, 1.45], [12.43, -4.41, 1.23], [11.50, -4.57, 0.17], [11.90, -5.11, 2.50], [11.12, -4.32, 3.27], [12.91, -5.51, 3.28], [11.17, -6.20, 2.21], [7.32, -3.22, 3.68], [5.74, -3.63, 3.53], [7.62, -6.14, 1.81], [6.24, -5.96, 2.65], [6.05, -4.44, 0.08], [5.32, -3.28, 1.01], [9.09, -4.15, 1.82], [8.27, -4.18, 0.25], [7.74, -1.00, 1.87], [12.25, -0.38, 0.73], [11.38, -1.99, -0.82], [12.70, -2.68, 2.53], [13.70, -2.64, 1.08], [13.39, -4.93, 1.01], [11.35, -5.51, 0.00], [3.88, -1.60, 1.61], [2.85, -1.11, 0.74], [3.23, -0.37, -0.42], [1.82, -0.27, 1.61], [2.38, 0.78, 2.46], [2.70, 2.04, 1.68], [1.76, -2.41, 0.30], [3.24, 0.37, 2.98], [1.58, 0.95, 3.19], [3.53, 1.88, 1.00], [2.98, 2.82, 2.39], [1.84, 2.37, 1.11], [1.46, -2.94, 1.19], [2.32, -3.06, -0.37], [0.90, -1.99, -0.22], [-1.18, -2.71, -1.35], [-2.11, -2.53, -2.44], [-1.59, -2.49, -3.77], [-2.99, -1.26, -2.14], [-2.31, -0.02, -1.75], [-1.72, 0.70, -2.94], [-3.38, -3.74, -2.35], [-1.57, -0.25, -0.99], [-3.10, 0.58, -1.30], [-0.87, 0.15, -3.36], [-1.38, 1.68, -2.60], [-2.47, 0.83, -3.71], [-3.79, -3.76, -1.35], [-2.91, -4.69, -2.60], [-4.14, -3.49, -3.09], [-2.33, 3.28, -0.88], [-2.50, 4.45, -0.07], [-1.59, 4.67, 1.02], [-4.00, 4.50, 0.43], [-4.52, 3.29, 1.08], [-4.09, 3.21, 2.53], [-2.54, 5.88, -1.09], [-4.20, 2.43, 0.50], [-5.59, 3.39, 0.98], [-3.01, 3.07, 2.62], [-4.60, 2.37, 3.00], [-4.36, 4.13, 3.06], [-3.25, 5.71, -1.89], [-1.53, 6.01, -1.47], [-2.83, 6.73, -0.48], [-5.60, 1.79, -2.11], [-5.96, 0.94, -3.21], [-5.10, 0.90, -4.36], [-7.44, 1.30, -3.67], [-7.70, 2.72, -3.93], [-7.15, 3.17, -5.26], [-6.26, -0.69, -2.64], [-7.31, 3.30, -3.09], [-8.79, 2.78, -3.90], [-6.06, 3.17, -5.26], [-7.50, 4.19, -5.45], [-7.50, 2.52, -6.06], [-6.93, -0.64, -1.78], [-5.28, -1.08, -2.35], [-6.68, -1.28, -3.45], [-8.11, 2.09, 1.39], [-9.03, 2.68, 0.46], [-8.54, 3.62, -0.49], [-10.24, 3.30, 1.28], [-9.90, 4.17, 2.40], [-9.48, 5.55, 1.95], [-9.94, 1.42, -0.37], [-9.13, 3.68, 2.99], [-10.82, 4.19, 2.98], [-8.53, 5.53, 1.42], [-9.38, 6.19, 2.83], [-10.24, 5.99, 1.29], [-10.34, 0.73, 0.36], [-9.23, 0.92, -1.03], [-10.73, 1.89, -0.95]], "fmax_ev_per_a": 0.578, "charge": 0, "multiplicity": 1, "e_homo_ev": -8.73, "lumo_energy_ev": 0.2}



[6]
{"formula": "C4H8N2", "method": "the ωB97M-V functional and the def2-TZVPD basis", "symbols": ["C", "C", "N", "C", "C", "N", "H", "H", "H", "H", "H", "H", "H", "H"], "positions_angstrom": [[-0.48, 0.70, 1.79], [-0.55, 0.03, 0.41], [0.38, 0.62, -0.50], [0.55, -0.05, -1.77], [0.66, -1.53, -1.47], [0.33, -2.27, -0.62], [-0.74, 1.77, 1.83], [0.53, 0.59, 2.20], [-1.17, 0.17, 2.44], [-0.33, -1.42, 0.50], [-1.55, 0.13, -0.05], [1.28, 0.82, -0.07], [1.41, 0.35, -2.31], [-0.34, 0.07, -2.39]], "fmax_ev_per_a": 3.962, "charge": 0, "de_lowest_kcal_mol": 56.8, "multiplicity": 1, "e_homo_ev": -8.91, "lumo_energy_ev": 0.8}